No. 1
{
  "formula": "C12H30F2Li2NO12P2S2",
  "method": "the ωB97M-V functional and the def2-TZVPD basis",
  "elements": ["Li", "Li", "N", "S", "O", "O", "F", "S", "O", "O", "F", "C", "C", "O", "P", "O", "O", "C", "C", "O", "C", "C", "H", "H", "H", "H", "H", "H", "H", "H", "H", "H", "H", "H", "H", "H", "H", "C", "C", "O", "P", "O", "O", "C", "C", "O", "C", "C", "H", "H", "H", "H", "H", "H", "H", "H", "H", "H", "H", "H", "H", "H", "H"],
  "xyz": [[0.4711, 1.3251, -1.9571], [-0.1541, 3.1514, -4.2002], [0.9141, 3.1386, -2.5102], [2.5948, 3.6192, -2.6101], [3.6014, 2.8285, -1.9328], [2.8526, 5.0505, -2.9603], [2.8046, 2.9139, -4.0689], [0.6535, 4.2853, -1.5278], [0.2495, 5.4926, -2.2118], [1.3635, 4.2454, -0.2506], [-0.6624, 3.6519, -0.9294], [4.7092, -3.2590, -0.3674], [4.3868, -1.9734, 0.3063], [3.4711, -1.1476, -0.3883], [1.8338, -1.1978, -0.2093], [1.0872, -0.3689, -1.2165], [1.6102, -2.8007, -0.4184], [1.5121, -3.4877, -1.5732], [0.9943, -4.8802, -1.1313], [1.6289, -0.8706, 1.3854], [1.7937, 0.4379, 2.0435], [1.2828, 1.6341, 1.2400], [5.0026, -3.0240, -1.3905], [5.6690, -3.5518, 0.0581], [3.9918, -4.0795, -0.3782], [4.1881, -1.8888, 1.3747], [5.2683, -1.3371, 0.2269], [0.7267, -3.1291, -2.2384], [2.3632, -3.1947, -2.1879], [0.0712, -4.5521, -0.6536], [0.7467, -5.4483, -2.0280], [1.6800, -5.4080, -0.4683], [1.1555, 0.3993, 2.9263], [2.8458, 0.6107, 2.2699], [1.1738, 2.5039, 1.8877], [1.8674, 1.9895, 0.3914], [0.2872, 1.4106, 0.8564], [-5.0751, 0.3458, 2.0192], [-4.7313, -0.4211, 0.5758], [-3.8918, 0.3591, -0.3203], [-2.3053, 0.6277, -0.1543], [-1.5610, 1.0839, -1.3792], [-2.1290, 1.6333, 1.1291], [-2.9052, 2.8293, 1.2398], [-2.1538, 3.5538, 2.3415], [-1.6620, -0.8180, 0.4446], [-1.7297, -1.9949, -0.2369], [-1.5787, -3.1489, 0.7666], [-4.2666, 0.5126, 2.7309], [-5.5280, 1.3244, 1.8604], [-5.8675, -0.2665, 2.4497], [-4.1135, -1.3069, 0.7232], [-5.6524, -0.7080, 0.0683], [-2.8619, 3.5300, 0.4060], [-3.9828, 2.6855, 1.3178], [-1.8833, 2.9518, 3.2090], [-1.1615, 3.8015, 1.9647], [-2.5927, 4.4977, 2.6651], [-2.6295, -2.0636, -0.8483], [-1.0522, -1.8734, -1.0821], [-2.3532, -3.0685, 1.5293], [-1.8209, -4.1127, 0.3188], [-0.5473, -3.0433, 1.1030]],
  "nbo_charge": [0.92, 0.98, -1.36, 2.28, -0.80, -0.75, -0.51, 2.42, -0.84, -0.85, -0.52, -0.65, -0.08, -0.81, 2.59, -1.19, -0.81, -0.07, -0.60, -0.82, -0.05, -0.65, 0.23, 0.25, 0.21, 0.20, 0.21, 0.16, 0.21, 0.19, 0.23, 0.24, 0.21, 0.22, 0.26, 0.23, 0.18, -0.65, -0.05, -0.79, 2.55, -1.08, -0.78, -0.09, -0.63, -0.43, -0.12, -0.65, 0.23, 0.23, 0.25, 0.16, 0.24, 0.21, 0.20, 0.23, 0.22, 0.25, 0.30, 0.36, 0.26, 0.26, 0.27],
  "homo_energy_ev": [-15.974, -15.945],
  "charge": 2,
  "spin_multiplicity": 2,
  "homo_lumo_gap_ev": [9.442, 3.478]
}

No. 2
{
  "formula": "C2H5OPS",
  "method": "the ωB97M-V functional and the def2-TZVPD basis",
  "elements": ["C", "P", "S", "C", "O", "H", "H", "H", "H", "H"],
  "xyz": [[1.8811, 0.8695, 0.1406], [0.3566, 0.3942, -0.2188], [-1.2091, 1.4808, -0.0661], [-1.0949, -0.6004, 0.4971], [-1.9302, -1.3949, -0.1698], [2.6713, 0.0426, 0.0720], [1.9530, 1.6599, 0.8071], [0.3052, -0.1720, -1.5833], [-1.3847, -0.6877, 1.5249], [-1.5483, -1.5918, -1.0037]],
  "nbo_charge": [-1.14, 1.08, -0.28, -0.11, -0.64, 0.25, 0.24, -0.08, 0.21, 0.48],
  "homo_energy_ev": -8.197,
  "spin_multiplicity": 1,
  "relative_energy_kj_mol": 282.5,
  "homo_lumo_gap_ev": 8.710
}

> What is the formula in the first record?

C12H30F2Li2NO12P2S2

Copy entry 2 word for word.
{
  "formula": "C2H5OPS",
  "method": "the ωB97M-V functional and the def2-TZVPD basis",
  "elements": ["C", "P", "S", "C", "O", "H", "H", "H", "H", "H"],
  "xyz": [[1.8811, 0.8695, 0.1406], [0.3566, 0.3942, -0.2188], [-1.2091, 1.4808, -0.0661], [-1.0949, -0.6004, 0.4971], [-1.9302, -1.3949, -0.1698], [2.6713, 0.0426, 0.0720], [1.9530, 1.6599, 0.8071], [0.3052, -0.1720, -1.5833], [-1.3847, -0.6877, 1.5249], [-1.5483, -1.5918, -1.0037]],
  "nbo_charge": [-1.14, 1.08, -0.28, -0.11, -0.64, 0.25, 0.24, -0.08, 0.21, 0.48],
  "homo_energy_ev": -8.197,
  "spin_multiplicity": 1,
  "relative_energy_kj_mol": 282.5,
  "homo_lumo_gap_ev": 8.710
}